Record 1
{
  "formula": "C44H55F6I2N8O4PRbS2Si",
  "method": "ωB97M-V/def2-TZVPD",
  "symbols": ["Rb", "C", "N", "C", "C", "O", "C", "O", "C", "C", "O", "N", "C", "C", "H", "H", "H", "H", "H", "H", "H", "H", "H", "H", "H", "H", "H", "H", "H", "H", "C", "C", "C", "C", "N", "C", "C", "C", "C", "C", "C", "N", "C", "C", "C", "C", "C", "N", "H", "H", "H", "H", "H", "H", "H", "H", "H", "H", "H", "I", "I", "C", "Si", "C", "C", "O", "H", "H", "H", "H", "H", "H", "H", "H", "H", "F", "P", "F", "F", "F", "F", "F", "C", "C", "C", "C", "N", "C", "S", "N", "C", "H", "H", "H", "H", "H", "H", "H", "H", "N", "S", "C", "C", "C", "C", "C", "C", "C", "C", "C", "C", "C", "C", "H", "H", "H", "H", "H", "H", "H", "H", "H", "H", "H"],
  "positions_angstrom": [[-0.184, 0.013, 0.065], [4.544, -3.220, -1.740], [4.461, -1.921, -1.076], [5.513, -0.947, -1.355], [3.419, -1.596, -0.293], [3.264, -0.470, 0.194], [2.432, -2.705, 0.010], [1.578, -2.272, 1.042], [0.657, -3.267, 1.432], [-0.373, -3.572, 0.344], [-0.386, -2.937, -0.713], [-1.247, -4.557, 0.619], [-1.211, -5.297, 1.879], [-2.303, -4.878, -0.337], [5.323, -3.168, -2.495], [3.606, -3.467, -2.237], [4.799, -4.022, -1.045], [5.483, -0.632, -2.401], [6.485, -1.394, -1.142], [5.375, -0.077, -0.722], [2.965, -3.612, 0.317], [1.876, -2.925, -0.898], [0.135, -2.887, 2.313], [1.184, -4.185, 1.716], [-1.229, -4.627, 2.741], [-0.335, -5.947, 1.948], [-2.096, -5.926, 1.925], [-2.239, -4.197, -1.178], [-3.278, -4.751, 0.134], [-2.200, -5.909, -0.687], [-2.256, 1.337, 4.557], [-2.817, 2.600, 4.629], [-2.640, 3.478, 3.569], [-1.897, 3.062, 2.469], [-1.357, 1.848, 2.393], [-1.543, 1.012, 3.412], [-1.654, 3.970, 1.302], [-1.675, 5.357, 1.444], [-1.454, 6.141, 0.327], [-1.234, 5.531, -0.895], [-1.228, 4.142, -0.947], [-1.414, 3.387, 0.130], [-0.967, 3.412, -2.228], [-1.202, 3.994, -3.469], [-0.868, 3.291, -4.614], [-0.314, 2.028, -4.489], [-0.144, 1.518, -3.210], [-0.469, 2.184, -2.106], [-2.368, 0.614, 5.360], [-3.397, 2.900, 5.495], [-3.098, 4.458, 3.590], [-1.126, 0.011, 3.308], [-1.832, 5.813, 2.413], [-1.443, 7.222, 0.411], [-1.032, 6.124, -1.778], [-1.644, 4.980, -3.542], [-1.034, 3.729, -5.591], [-0.020, 1.450, -5.358], [0.291, 0.534, -3.064], [2.851, 1.678, -1.267], [2.645, 4.070, -2.522], [-1.109, -1.930, -3.610], [0.736, -2.355, -3.881], [0.884, -4.205, -3.693], [1.065, -1.885, -5.680], [1.668, -1.452, -2.889], [-1.650, -2.699, -4.166], [-1.340, -0.933, -3.996], [-1.343, -1.992, -2.541], [0.295, -4.705, -4.468], [0.496, -4.500, -2.712], [1.920, -4.559, -3.778], [0.289, -2.349, -6.293], [2.049, -2.249, -5.997], [1.038, -0.798, -5.812], [-1.865, -1.398, 1.184], [-3.323, -0.948, 0.568], [-3.677, -0.325, 2.015], [-2.947, -1.588, -0.855], [-4.779, -0.542, 0.046], [-3.891, -2.406, 1.070], [-2.708, 0.458, 0.099], [-6.120, -1.744, 3.148], [-5.183, -1.774, 4.314], [-5.541, -1.430, 5.582], [-4.545, -1.461, 6.577], [-3.298, -1.820, 6.341], [-2.930, -2.186, 5.081], [-1.350, -2.613, 4.692], [-3.901, -2.151, 4.103], [-4.889, -1.075, 7.986], [-7.146, -1.648, 3.497], [-6.019, -2.642, 2.538], [-5.877, -0.900, 2.501], [-6.554, -1.123, 5.804], [-3.600, -2.333, 3.149], [-5.527, -1.842, 8.433], [-5.446, -0.135, 8.005], [-3.982, -0.981, 8.579], [1.581, 1.609, 1.762], [2.022, 0.501, 2.768], [1.496, 0.908, 4.454], [1.082, -0.121, 5.285], [0.615, 0.170, 6.562], [0.568, 1.487, 6.993], [0.985, 2.516, 6.150], [1.450, 2.227, 4.876], [3.800, 0.689, 3.134], [4.542, 1.515, 2.309], [5.905, 1.674, 2.545], [6.517, 0.993, 3.589], [5.765, 0.154, 4.405], [4.404, 0.001, 4.181], [1.856, 2.549, 2.045], [1.080, -1.146, 4.930], [0.263, -0.635, 7.197], [0.193, 1.719, 7.983], [0.939, 3.546, 6.484], [1.760, 3.030, 4.213], [4.050, 2.028, 1.490], [6.486, 2.330, 1.906], [7.580, 1.116, 3.772], [6.239, -0.374, 5.226], [3.817, -0.643, 4.828]],
  "mulliken_charge": [0.22, -1.02, 0.46, -0.95, 0.13, -0.41, -0.24, 0.56, -1.20, 0.55, -0.20, 0.46, -1.01, -0.91, 0.42, 0.25, 0.29, 0.33, 0.43, 0.12, 0.40, -0.12, -0.58, 0.73, 0.24, 0.30, 0.37, 0.06, 0.32, 0.41, -0.77, -1.38, -0.85, 0.39, 1.23, 0.12, 0.32, -0.92, -0.81, -0.84, 0.59, 0.39, 0.35, -0.96, -0.72, -0.67, -0.90, 0.54, 0.65, 0.45, 0.50, 0.23, 0.39, 0.42, 0.36, 0.43, 0.42, 0.32, 0.80, 0.53, -0.29, -0.55, 0.73, -1.04, -1.10, -0.11, 0.47, 0.29, -0.15, 0.50, 0.07, 0.36, 0.31, 0.32, 0.24, -0.44, 1.77, -0.30, -0.22, -0.46, -0.46, -0.63, -1.27, 1.47, -1.19, 1.22, -0.48, 0.05, -0.46, 0.27, -1.43, 0.48, 0.24, 0.16, 0.39, -0.39, 0.34, 0.36, 0.36, -0.60, 0.87, 0.11, -0.01, -0.76, -0.55, -0.81, -0.70, 0.58, -0.31, -0.78, -0.50, -0.65, -0.61, 0.22, 0.67, 0.39, 0.40, 0.42, 0.33, 0.22, 0.44, 0.39, 0.41, 0.40],
  "gap_ha": [0.2703, 0.1894],
  "energy_ha": -5094.88907,
  "multiplicity": 2,
  "relative_energy_ev": 0.000,
  "s2": 0.756
}

Record 2
{
  "formula": "C44H55F8NO29",
  "method": "ωB97M-V/def2-TZVPD",
  "symbols": ["O", "C", "O", "C", "C", "C", "C", "C", "C", "O", "O", "C", "C", "C", "C", "C", "N", "C", "C", "C", "C", "C", "C", "C", "C", "O", "H", "H", "H", "H", "H", "H", "H", "H", "H", "H", "H", "H", "H", "H", "H", "H", "H", "H", "H", "H", "H", "H", "H", "H", "H", "H", "H", "H", "H", "H", "H", "C", "C", "O", "C", "O", "O", "F", "H", "H", "H", "C", "C", "O", "C", "O", "O", "F", "H", "H", "H", "C", "C", "O", "C", "O", "O", "F", "H", "H", "H", "C", "C", "O", "C", "O", "O", "F", "H", "H", "H", "C", "C", "O", "C", "O", "O", "F", "H", "H", "H", "C", "C", "O", "C", "O", "O", "F", "H", "H", "H", "C", "C", "O", "C", "O", "O", "F", "H", "H", "H", "C", "C", "O", "C", "O", "O", "F", "H", "H", "H"],
  "positions_angstrom": [[-0.717, -2.892, -1.114], [-0.878, -1.959, -0.363], [0.099, -1.255, 0.253], [1.188, -0.918, -0.615], [0.845, 0.183, -1.640], [-0.150, 1.244, -1.129], [-0.479, 2.371, -2.145], [-0.271, 1.996, -3.601], [-0.264, 3.158, -4.621], [-0.342, 4.346, -4.461], [-0.170, 2.508, -5.842], [-0.670, 1.158, -5.735], [0.293, 0.030, -6.105], [1.775, 0.380, -5.954], [2.724, -0.832, -6.150], [2.399, -2.013, -5.226], [3.469, -2.356, -4.279], [3.366, -3.521, -3.596], [4.435, -3.633, -2.743], [5.200, -2.456, -2.955], [4.593, -1.682, -3.904], [-1.336, 1.149, -4.341], [-1.839, -0.170, -3.735], [-3.387, -0.164, -3.747], [-3.967, -0.456, -5.143], [-3.355, -1.572, -5.792], [-1.905, -1.642, -0.113], [2.073, -0.623, -0.047], [1.494, -1.810, -1.175], [1.788, 0.706, -1.853], [0.553, -0.302, -2.577], [-1.040, 0.755, -0.718], [0.341, 1.719, -0.270], [0.050, 3.292, -1.879], [-1.547, 2.617, -2.037], [0.743, 1.609, -3.771], [-1.490, 1.102, -6.467], [-0.012, -0.872, -5.566], [0.124, -0.193, -7.165], [2.040, 0.815, -4.984], [2.019, 1.113, -6.731], [2.691, -1.103, -7.213], [3.730, -0.436, -5.986], [1.485, -1.863, -4.641], [2.207, -2.886, -5.859], [2.550, -4.216, -3.739], [4.635, -4.441, -2.057], [6.110, -2.199, -2.426], [4.890, -0.728, -4.309], [-2.195, 1.819, -4.493], [-1.550, -0.316, -2.695], [-1.543, -1.060, -4.299], [-3.812, -0.870, -3.025], [-3.765, 0.828, -3.462], [-5.031, -0.707, -5.039], [-3.948, 0.431, -5.795], [-2.753, -1.222, -6.460], [-5.165, -2.145, 1.595], [-4.526, -0.826, 1.941], [-5.146, 0.071, 1.039], [-6.386, -0.440, 0.773], [-7.269, 0.168, 0.272], [-6.469, -1.737, 1.172], [-3.188, -0.840, 1.698], [-4.653, -2.645, 0.770], [-5.219, -2.824, 2.443], [-4.702, -0.495, 2.965], [-1.447, -1.068, 5.669], [-2.938, -1.002, 5.857], [-3.416, -1.901, 4.866], [-2.433, -2.832, 4.678], [-2.594, -3.867, 4.121], [-1.266, -2.421, 5.217], [-3.424, 0.238, 5.594], [-1.096, -0.379, 4.900], [-0.896, -0.885, 6.588], [-3.286, -1.326, 6.839], [0.973, -4.908, 6.630], [2.292, -4.559, 7.278], [2.114, -3.191, 7.601], [0.779, -3.008, 7.804], [0.308, -2.059, 8.338], [0.067, -4.044, 7.321], [3.323, -4.675, 6.404], [0.964, -4.668, 5.566], [0.694, -5.951, 6.760], [2.521, -5.123, 8.184], [4.599, -0.971, 6.622], [5.171, 0.385, 6.947], [4.470, 1.234, 6.055], [3.260, 0.642, 5.822], [2.322, 1.177, 5.333], [3.266, -0.649, 6.231], [6.497, 0.450, 6.675], [5.115, -1.454, 5.791], [4.601, -1.642, 7.479], [4.997, 0.714, 7.974], [0.444, 3.366, 7.417], [-0.785, 2.679, 6.886], [-1.220, 1.914, 7.997], [-0.810, 2.581, 9.116], [-1.216, 2.374, 10.209], [0.121, 3.520, 8.804], [-0.485, 1.841, 5.867], [1.335, 2.744, 7.314], [0.627, 4.329, 6.948], [-1.581, 3.358, 6.578], [1.207, -1.478, -10.506], [0.388, -2.715, -10.776], [-0.386, -2.835, -9.595], [-0.547, -1.577, -9.103], [-1.344, -1.272, -8.279], [0.323, -0.713, -9.680], [1.168, -3.813, -10.908], [2.119, -1.705, -9.951], [1.466, -0.933, -11.410], [-0.277, -2.639, -11.639], [-5.794, 4.508, 6.360], [-4.877, 4.813, 7.517], [-3.600, 4.836, 6.899], [-3.801, 5.220, 5.601], [-2.942, 5.589, 4.876], [-5.110, 5.122, 5.265], [-4.900, 3.830, 8.447], [-5.881, 3.435, 6.180], [-6.789, 4.929, 6.485], [-5.063, 5.774, 8.001], [5.210, 3.538, -3.765], [4.030, 2.824, -4.373], [3.516, 2.088, -3.280], [3.833, 2.788, -2.148], [3.341, 2.604, -1.088], [4.778, 3.726, -2.414], [4.408, 1.954, -5.346], [6.111, 2.923, -3.777], [5.422, 4.491, -4.244], [3.253, 3.484, -4.764]],
  "mulliken_charge": [-0.57, 0.27, -0.27, -1.39, 1.74, -0.45, -1.46, 1.82, 0.04, -0.65, -0.49, 0.09, -0.03, 0.54, -1.16, -0.60, 0.34, -0.58, -0.63, -0.67, -0.24, -0.14, 0.83, -1.25, -0.61, -0.56, 0.39, 0.44, 0.52, -0.42, -0.47, 0.08, 0.65, 0.34, 0.28, -1.40, 0.53, 0.72, -0.75, -0.66, 0.51, 0.03, 0.74, 0.50, 0.21, 0.38, 0.43, 0.42, 0.36, 0.74, -1.03, 0.69, 0.41, 0.40, 0.46, 0.25, 0.32, -0.32, 0.48, -0.31, 0.56, -0.51, -0.35, -0.17, 0.26, 0.27, 0.09, -0.08, 0.41, -0.30, 0.56, -0.56, -0.29, -0.26, 0.22, 0.06, 0.24, -0.43, 0.28, -0.22, 0.68, -0.57, -0.26, -0.31, 0.27, 0.29, 0.28, -0.42, 0.30, -0.31, 0.52, -0.47, -0.12, -0.29, 0.29, 0.23, 0.29, -0.07, 0.68, -0.25, 0.57, -0.53, -0.36, -0.16, -0.02, 0.36, -0.22, -0.40, 0.30, -0.30, 0.61, -0.51, -0.29, -0.29, 0.25, 0.28, 0.31, -0.39, 0.31, -0.27, 0.65, -0.50, -0.32, -0.27, 0.25, 0.28, 0.25, -0.55, 0.29, 0.11, 0.45, -0.45, -0.38, -0.30, 0.30, 0.30, 0.31],
  "smiles": "O=COCCCC[C@@H]1C(=O)O[C@@H](CCCCn2cccc2)[C@H]1CCCO.O=C1OC[C@@H](F)O1.O=C1OC[C@@H](F)O1.O=C1OC[C@@H](F)O1.O=C1OC[C@@H](F)O1.O=C1OC[C@@H](F)O1.O=C1OC[C@@H](F)O1.O=C1OC[C@@H](F)O1.O=C1OC[C@@H](F)O1",
  "gap_ha": 0.3154,
  "energy_ha": -4745.35622,
  "relative_energy_ev": 0.000
}

Record 3
{
  "formula": "C44H57F11N2O17S8",
  "method": "ωB97M-V/def2-TZVPD",
  "symbols": ["C", "C", "O", "O", "C", "O", "C", "C", "C", "F", "C", "S", "O", "O", "C", "F", "F", "C", "F", "F", "F", "C", "C", "F", "F", "C", "C", "C", "C", "C", "C", "F", "F", "F", "C", "C", "N", "S", "N", "C", "H", "H", "H", "H", "H", "H", "H", "H", "H", "C", "C", "C", "S", "O", "O", "C", "H", "H", "H", "H", "H", "H", "H", "H", "C", "C", "C", "S", "O", "O", "C", "H", "H", "H", "H", "H", "H", "H", "H", "C", "C", "C", "S", "O", "O", "C", "H", "H", "H", "H", "H", "H", "H", "H", "C", "C", "C", "S", "O", "O", "C", "H", "H", "H", "H", "H", "H", "H", "H", "C", "C", "C", "S", "O", "O", "C", "H", "H", "H", "H", "H", "H", "H", "H", "C", "C", "C", "S", "O", "O", "C", "H", "H", "H", "H", "H", "H", "H", "H"],
  "positions_angstrom": [[-2.418, 0.475, -2.205], [-1.505, -0.388, -3.100], [-1.949, -0.941, -4.071], [-0.165, -0.437, -2.736], [0.343, -1.757, -2.811], [1.062, -2.018, -3.732], [-0.040, -2.833, -1.789], [0.495, -2.664, -0.365], [0.184, -3.643, 0.547], [-0.558, -4.651, 0.058], [0.584, -3.617, 1.970], [0.107, -5.006, 3.017], [1.175, -5.504, 3.846], [-0.267, -6.133, 2.190], [-1.451, -4.672, 3.984], [-1.326, -3.706, 4.924], [-1.823, -5.792, 4.628], [-2.657, -4.226, 3.069], [-2.430, -3.019, 2.511], [-3.761, -4.153, 3.842], [-2.931, -5.097, 2.097], [1.311, -2.554, 2.497], [1.770, -2.310, 3.940], [3.142, -2.413, 3.963], [1.295, -3.148, 4.900], [1.355, -0.883, 4.392], [-0.035, -0.623, 4.341], [-0.551, 0.636, 4.683], [0.385, 1.620, 5.084], [1.760, 1.352, 5.133], [2.711, 2.493, 5.538], [3.885, 2.337, 4.879], [2.883, 2.565, 6.863], [2.192, 3.663, 5.058], [2.287, 0.082, 4.791], [1.688, -1.531, 1.531], [2.415, -0.444, 1.735], [2.583, 0.452, 0.410], [1.717, -0.519, -0.588], [1.299, -1.555, 0.099], [-1.819, 1.272, -1.718], [-3.193, 0.986, -2.800], [-2.880, -0.132, -1.405], [0.294, -3.815, -2.176], [-1.152, -2.900, -1.754], [-0.729, -1.403, 3.996], [-1.626, 0.846, 4.622], [-0.039, 2.600, 5.349], [3.356, -0.151, 4.827], [-2.021, 6.915, 5.064], [-1.467, 7.002, 3.637], [-1.479, 5.585, 3.054], [-2.813, 4.714, 3.885], [-2.240, 3.651, 4.682], [-3.878, 4.470, 2.947], [-3.276, 6.052, 4.973], [-2.243, 7.900, 5.472], [-1.285, 6.436, 5.716], [-2.107, 7.653, 3.037], [-0.462, 7.425, 3.618], [-1.668, 5.589, 1.983], [-0.549, 5.058, 3.265], [-3.595, 5.657, 5.934], [-4.093, 6.596, 4.501], [7.162, -5.465, 2.687], [8.151, -4.302, 2.832], [7.768, -3.242, 1.794], [6.007, -3.425, 1.517], [5.795, -3.860, 0.157], [5.313, -2.287, 2.070], [5.780, -4.827, 2.604], [7.230, -6.162, 3.523], [7.374, -6.018, 1.768], [8.070, -3.880, 3.837], [9.182, -4.629, 2.697], [7.973, -2.236, 2.150], [8.274, -3.408, 0.848], [5.021, -5.492, 2.196], [5.462, -4.446, 3.576], [8.272, -0.502, -2.578], [8.428, 0.897, -1.972], [9.116, 0.735, -0.612], [10.115, -0.751, -0.730], [9.580, -1.737, 0.179], [11.509, -0.391, -0.731], [9.622, -1.187, -2.392], [7.988, -0.460, -3.628], [7.496, -1.053, -2.039], [9.050, 1.511, -2.629], [7.467, 1.401, -1.869], [9.759, 1.581, -0.380], [8.391, 0.590, 0.188], [9.573, -2.270, -2.490], [10.368, -0.781, -3.076], [-0.586, -1.790, -7.314], [-1.966, -1.543, -7.932], [-1.768, -0.639, -9.153], [-0.112, -0.970, -9.759], [0.688, 0.219, -9.592], [-0.193, -1.665, -11.021], [0.334, -2.137, -8.480], [-0.611, -2.588, -6.573], [-0.235, -0.881, -6.819], [-2.400, -2.496, -8.246], [-2.653, -1.090, -7.217], [-2.487, -0.859, -9.938], [-1.824, 0.414, -8.884], [1.391, -2.037, -8.240], [0.128, -3.139, -8.858], [-7.174, -0.630, -10.794], [-7.350, 0.886, -10.937], [-6.865, 1.530, -9.632], [-5.628, 0.420, -8.956], [-6.124, -0.122, -7.716], [-4.329, 1.038, -9.056], [-5.775, -0.833, -10.222], [-7.294, -1.143, -11.748], [-7.922, -1.024, -10.101], [-6.743, 1.245, -11.772], [-8.385, 1.155, -11.146], [-6.416, 2.505, -9.806], [-7.672, 1.617, -8.905], [-5.627, -1.819, -9.784], [-5.010, -0.637, -10.974], [-7.189, 3.533, 8.577], [-8.235, 4.427, 7.903], [-7.488, 5.589, 7.240], [-5.853, 4.970, 6.840], [-4.882, 5.685, 7.636], [-5.729, 4.842, 5.412], [-6.079, 3.345, 7.548], [-7.611, 2.578, 8.888], [-6.794, 4.032, 9.466], [-8.769, 3.851, 7.143], [-8.975, 4.791, 8.616], [-7.980, 5.917, 6.326], [-7.371, 6.431, 7.921], [-5.143, 2.998, 7.982], [-6.394, 2.675, 6.747]],
  "mulliken_charge": [-1.05, 0.70, -0.49, -0.25, 0.23, -0.54, -0.82, 0.76, 0.12, -0.40, 0.37, 1.24, -0.66, -0.67, 0.69, -0.23, -0.25, 0.54, -0.18, -0.27, -0.21, -0.85, 1.53, -0.23, -0.34, -0.26, -0.13, -1.29, -0.83, 0.20, 0.89, -0.26, -0.24, -0.24, -0.18, -0.12, -0.35, 0.11, -0.60, 0.96, 0.33, 0.33, 0.23, 0.49, 0.40, 0.18, 0.56, 0.55, 0.53, -0.82, -0.67, -0.57, 1.17, -0.62, -0.72, -0.24, 0.40, 0.30, 0.30, 0.36, 0.35, 0.25, -0.01, 0.50, -0.68, -0.72, -0.41, 1.22, -0.72, -0.58, -0.61, 0.36, 0.30, 0.32, 0.32, 0.30, 0.26, 0.46, 0.23, -0.52, -0.62, -0.62, 1.00, -0.55, -0.69, -0.71, 0.35, 0.26, 0.30, 0.34, 0.36, 0.33, 0.40, 0.35, -0.40, -0.63, -0.38, 1.20, -0.67, -0.70, -0.85, 0.29, 0.21, 0.29, 0.34, 0.13, 0.35, 0.42, 0.39, -0.72, -0.62, -0.68, 1.21, -0.67, -0.62, -0.67, 0.35, 0.32, 0.31, 0.32, 0.33, 0.34, 0.44, 0.36, -0.59, -0.59, -0.78, 1.35, -0.74, -0.68, -0.78, 0.35, 0.30, 0.30, 0.32, 0.35, 0.39, 0.40, 0.39],
  "gap_ha": 0.2890,
  "energy_ha": -7383.33604
}